Formula: C5H6O2
Source: OMol25
Level of theory: the ωB97M-V functional and the def2-TZVPD basis

Summary:
energy relative to the best compared isomer or geometry (same formula, charge and spin): 529.3 kJ/mol
HOMO energy: -10.6 eV
spin multiplicity: 1
net charge: 0
HOMO-LUMO gap: 10.081 eV

```
13
C5H6O2 (the ωB97M-V functional and the def2-TZVPD basis)
C 0.379 0.164 1.943
C -0.265 -0.523 0.765
O -1.245 0.472 0.176
C -0.912 0.628 -1.122
O -1.430 1.328 -1.938
C 0.220 -0.299 -1.120
C 0.781 -1.030 -0.268
H -0.399 0.525 2.622
H 1.031 -0.539 2.466
H 0.975 1.016 1.601
H -0.887 -1.374 1.047
H 0.679 -0.495 -3.161
H 1.072 0.126 -3.011
```


Formula: C31H38FHfN4O5P
Source: OMol25
Level of theory: the ωB97M-V functional and the def2-TZVPD basis

Summary:
HOMO energy: -13.5 eV
spin multiplicity: 1
net charge: +2
HOMO-LUMO gap: 8.529 eV

```
81
C31H38FHfN4O5P (the ωB97M-V functional and the def2-TZVPD basis)
Hf -0.003 0.014 -0.190
C -0.462 3.248 -1.693
O -0.777 2.568 -0.467
C -2.006 2.998 0.096
C -2.642 1.798 0.759
O -1.615 0.964 1.334
C -1.030 1.484 2.554
C 0.350 2.010 2.306
O 1.120 0.963 1.673
C 2.506 1.365 1.557
H -1.180 2.966 -2.464
H -0.490 4.326 -1.535
H 0.537 2.946 -1.987
H -1.816 3.809 0.803
H -2.679 3.373 -0.677
H -3.343 2.092 1.537
H -3.157 1.178 0.037
H -1.660 2.276 2.954
H -1.005 0.666 3.262
H 0.345 2.877 1.648
H 0.812 2.279 3.255
H 2.913 1.465 2.561
H 3.036 0.596 1.005
H 2.581 2.304 1.014
N 1.656 -1.708 0.399
C 2.704 -2.222 -0.477
C 3.830 -2.819 0.066
C 4.764 -3.397 -0.779
C 4.557 -3.402 -2.156
C 3.432 -2.794 -2.687
C 2.508 -2.175 -1.848
P 1.093 -1.231 -2.471
C 0.322 -2.406 -3.636
C 0.120 -2.138 -4.988
C -0.435 -3.112 -5.813
C -0.783 -4.352 -5.298
C -0.569 -4.630 -3.951
C -0.021 -3.662 -3.126
C 1.789 0.099 -3.495
C 0.871 0.973 -4.085
C 1.307 2.045 -4.847
C 2.669 2.268 -5.010
C 3.585 1.418 -4.407
C 3.150 0.335 -3.648
H 0.979 -2.465 0.530
H 2.036 -1.536 1.324
H 3.971 -2.855 1.142
H 5.647 -3.864 -0.361
H 5.278 -3.873 -2.811
H 3.272 -2.785 -3.761
H 0.400 -1.182 -5.407
H -0.586 -2.899 -6.864
H -1.198 -5.113 -5.948
H -0.807 -5.611 -3.556
H 0.189 -3.904 -2.088
H -0.195 0.811 -3.948
H 0.587 2.708 -5.314
H 3.016 3.102 -5.608
H 4.648 1.591 -4.527
H 3.882 -0.315 -3.182
C -3.102 -4.900 -1.334
N -2.733 -3.477 -1.438
C -3.333 -2.667 -2.345
C -3.010 -1.358 -2.493
C -2.005 -0.889 -1.633
O -1.514 0.318 -1.620
N -1.419 -1.679 -0.724
C -1.719 -3.009 -0.604
O -1.160 -3.749 0.193
H -3.548 -5.215 -2.273
H -3.810 -5.055 -0.522
H -2.209 -5.482 -1.136
H -4.088 -3.137 -2.963
H -3.479 -0.721 -3.227
C -1.567 -3.178 3.321
C -0.953 -2.123 2.514
N -0.471 -1.312 1.867
H -1.049 -3.270 4.274
H -1.500 -4.117 2.773
H -2.614 -2.940 3.506
F 1.376 1.102 -0.897
```


Formula: C3H6FNO4S
Source: OMol25
Level of theory: the ωB97M-V functional and the def2-TZVPD basis

Summary:
energy relative to the best compared isomer or geometry (same formula, charge and spin): 46.0 kJ/mol
HOMO energy: -11.1 eV
spin multiplicity: 1
net charge: 0
HOMO-LUMO gap: 8.574 eV

```
16
C3H6FNO4S (the ωB97M-V functional and the def2-TZVPD basis)
C -1.911 -1.090 0.215
C -1.414 -0.123 -0.551
C -0.672 1.035 -0.022
N 0.279 0.265 0.694
O 1.282 -0.715 -1.502
O 1.358 -2.008 0.584
O 2.722 0.004 0.278
O 0.311 0.252 1.887
F 1.702 1.928 -0.532
S 1.570 -0.778 -0.108
H -2.449 -1.882 -0.326
H -1.892 -1.085 1.330
H -1.518 -0.265 -1.691
H -1.268 1.497 0.827
H -0.343 1.716 -0.810
H 2.243 1.249 -0.273
```


Formula: C16H7Cl2FI2NO3Pt
Source: OMol25
Level of theory: the ωB97M-V functional and the def2-TZVPD basis

Summary:
energy relative to the best compared isomer or geometry (same formula, charge and spin): 41.0 kJ/mol
HOMO energy: -4.7 eV
spin multiplicity: 1
net charge: -1
HOMO-LUMO gap: 6.677 eV

```
33
C16H7Cl2FI2NO3Pt (the ωB97M-V functional and the def2-TZVPD basis)
Pt -0.118 -0.499 -0.464
I -2.621 3.502 1.850
C -3.204 2.157 0.380
C -4.485 2.227 -0.181
C -4.903 1.352 -1.155
I -6.837 1.547 -1.923
C -4.033 0.340 -1.623
C -4.313 -0.631 -2.613
C -3.363 -1.550 -2.959
C -2.104 -1.538 -2.337
N -1.827 -0.641 -1.416
C -2.752 0.290 -1.046
C -2.288 1.188 -0.029
O -1.096 1.055 0.431
H -5.159 2.997 0.170
H -5.285 -0.637 -3.090
H -3.565 -2.298 -3.713
H -1.304 -2.232 -2.558
Cl 6.755 0.009 3.403
C 5.239 -0.097 2.535
C 4.941 -1.252 1.811
C 3.756 -1.337 1.131
Cl 3.404 -2.784 0.247
C 2.765 -0.290 1.114
O 1.697 -0.480 0.466
C 3.129 0.872 1.862
C 2.303 2.079 1.958
O 1.243 2.298 1.431
C 4.347 0.939 2.554
H 5.637 -2.079 1.783
H 2.775 2.863 2.598
H 4.577 1.842 3.108
F 0.575 -2.058 -1.438
```


Formula: C26H41NPSSe2Si4TeV
Source: OMol25
Level of theory: the ωB97M-V functional and the def2-TZVPD basis

Summary:
energy relative to the best compared isomer or geometry (same formula, charge and spin): 198.6 kJ/mol
HOMO energy (spin up / spin down): -6.3 / -7.2 eV
spin multiplicity: 3
net charge: 0
HOMO-LUMO gap (spin up / spin down): 5.591 / 6.521 eV

```
78
C26H41NPSSe2Si4TeV (the ωB97M-V functional and the def2-TZVPD basis)
V -2.853 -1.341 -0.212
Se -4.588 0.055 -0.046
P -2.260 1.377 2.274
Se -0.984 0.086 0.855
C -2.618 0.057 3.500
C -3.954 -0.253 3.742
C -4.291 -1.193 4.710
C -3.296 -1.832 5.435
C -1.958 -1.546 5.182
C -1.623 -0.607 4.220
C -0.895 2.257 3.148
C -1.032 2.587 4.497
C -0.095 3.394 5.125
C 0.988 3.890 4.415
C 1.123 3.584 3.069
C 0.185 2.780 2.441
H -4.728 0.231 3.161
H -5.332 -1.423 4.894
H -3.560 -2.558 6.194
H -1.179 -2.051 5.738
H -0.580 -0.375 4.038
H -1.874 2.209 5.065
H -0.214 3.635 6.174
H 1.720 4.517 4.908
H 1.958 3.976 2.502
H 0.301 2.557 1.388
S -2.676 -3.106 -1.778
C -2.418 -3.851 -0.221
C -1.661 -5.010 -0.014
C -1.484 -5.452 1.276
C -2.015 -4.728 2.347
C -2.705 -3.569 2.075
N -2.925 -3.156 0.817
H -1.240 -5.529 -0.863
H -0.917 -6.356 1.463
H -1.874 -5.048 3.370
H -3.109 -2.939 2.856
C 3.539 -1.308 -1.900
Si 2.082 -0.741 -0.851
C 2.763 0.180 0.640
C 1.062 -2.246 -0.361
Si 0.871 0.709 -2.251
Te -1.548 1.031 -1.456
Si 0.566 -0.261 -4.361
C 2.126 -0.006 -5.387
C -0.907 0.556 -5.219
C 0.223 -2.093 -4.164
Si 1.800 2.844 -2.434
C 1.632 3.821 -0.842
C 0.898 3.743 -3.814
C 3.622 2.677 -2.873
H 4.192 -1.979 -1.336
H 4.141 -0.457 -2.227
H 3.204 -1.839 -2.793
H 3.130 -0.522 1.394
H 2.010 0.811 1.114
H 3.600 0.817 0.341
H 0.922 -2.293 0.722
H 1.574 -3.160 -0.673
H 0.078 -2.261 -0.836
H 2.119 0.971 -5.874
H 2.196 -0.767 -6.168
H 3.033 -0.068 -4.781
H -0.593 1.092 -6.117
H -1.425 1.275 -4.581
H -1.638 -0.198 -5.518
H 1.029 -2.616 -3.646
H 0.100 -2.555 -5.147
H -0.694 -2.261 -3.594
H 0.589 3.923 -0.541
H 2.041 4.825 -0.980
H 2.183 3.343 -0.026
H -0.169 3.835 -3.595
H 1.001 3.213 -4.763
H 1.299 4.751 -3.946
H 4.116 1.906 -2.279
H 4.147 3.619 -2.693
H 3.748 2.418 -3.926
```


Formula: C17H30BrCaN9O5S
Source: OMol25
Level of theory: the ωB97M-V functional and the def2-TZVPD basis

Summary:
energy relative to the best compared isomer or geometry (same formula, charge and spin): 180.0 kJ/mol
HOMO energy: -0.8 eV
spin multiplicity: 1
net charge: -2
HOMO-LUMO gap: 5.084 eV

```
64
C17H30BrCaN9O5S (the ωB97M-V functional and the def2-TZVPD basis)
Ca 0.164 -0.651 -0.308
C 1.627 2.639 4.617
C 1.318 1.277 4.062
C 1.327 0.131 4.842
C 1.042 -1.109 4.286
C 0.754 -1.130 2.933
Br 0.306 -2.704 1.989
N 0.740 -0.052 2.174
C 1.012 1.138 2.707
H 1.855 2.591 5.683
H 0.785 3.317 4.471
H 2.475 3.083 4.094
H 1.562 0.203 5.900
H 1.041 -2.019 4.869
H 1.011 1.984 2.013
C 5.215 -0.021 -0.422
N 4.962 -1.237 -1.167
C 5.989 -2.246 -1.000
C 3.614 -1.704 -1.156
N 2.702 -1.170 -0.450
N 3.407 -2.716 -2.060
C 2.040 -3.092 -2.517
N 2.305 -3.982 -3.672
N 0.967 -2.765 -2.044
H 6.224 0.322 -0.657
H 5.147 -0.159 0.670
H 4.500 0.750 -0.711
H 6.967 -1.763 -1.048
H 5.944 -2.996 -1.787
H 5.918 -2.773 -0.034
H 3.055 -0.388 0.093
H 4.062 -2.672 -2.827
H 2.901 -4.751 -3.368
H 1.396 -4.372 -3.894
H -1.037 -2.678 -1.373
O 1.419 3.304 0.576
S 0.979 2.461 -0.563
O 0.916 3.228 -1.811
O 1.891 1.278 -0.690
O -0.348 1.835 -0.246
C -4.550 2.623 -2.646
C -3.345 1.831 -3.134
N -2.636 1.346 -1.990
C -3.264 0.813 -0.897
N -2.559 0.301 0.023
C -3.233 -0.031 1.250
C -4.539 -0.747 0.912
C -5.423 0.196 0.111
N -4.656 0.923 -0.876
C -5.427 1.706 -1.809
H -5.130 3.044 -3.471
H -4.181 3.440 -2.022
H -2.673 2.461 -3.716
H -3.680 1.012 -3.790
H -1.649 1.525 -1.849
H -3.405 0.864 1.870
H -2.598 -0.710 1.825
H -5.080 -1.099 1.796
H -4.253 -1.607 0.301
H -5.914 0.915 0.788
H -6.231 -0.354 -0.395
H -6.167 2.297 -1.248
H -6.006 1.042 -2.473
O -1.555 -2.178 -0.732
```


Formula: C24H22NO6PPdS
Source: OMol25
Level of theory: the ωB97M-V functional and the def2-TZVPD basis

Summary:
HOMO energy (spin up / spin down): -8.5 / -8.5 eV
spin multiplicity: 1
net charge: 0
HOMO-LUMO gap (spin up / spin down): 5.002 / 4.992 eV

```
56
C24H22NO6PPdS (the ωB97M-V functional and the def2-TZVPD basis)
Pd -0.563 1.448 0.040
N -1.348 3.659 -0.686
C -2.595 3.999 -0.010
C -2.392 4.208 1.479
C -2.404 2.810 2.274
O -3.395 2.607 2.940
O -1.360 2.159 2.110
H -0.618 4.348 -0.489
H -1.482 3.602 -1.696
H -3.314 3.188 -0.189
H -3.023 4.929 -0.422
H -3.184 4.815 1.910
H -1.415 4.645 1.684
O -4.307 -0.521 0.815
C -3.176 -0.093 0.743
O -2.733 0.786 -0.048
C -2.082 -0.728 1.688
P -0.665 -0.927 0.557
C 0.718 -1.689 1.478
C 1.976 -1.104 1.354
C 3.052 -1.637 2.039
C 2.870 -2.744 2.853
C 1.617 -3.322 2.984
C 0.539 -2.800 2.293
C -1.294 -2.145 -0.649
C -2.466 -2.867 -0.435
C -2.975 -3.667 -1.442
C -2.331 -3.752 -2.665
C -1.155 -3.049 -2.873
C -0.635 -2.253 -1.872
H -2.435 -1.647 2.158
H -1.839 0.015 2.453
H 2.105 -0.227 0.728
H 4.029 -1.184 1.956
H 3.709 -3.155 3.393
H 1.490 -4.182 3.624
H -0.441 -3.241 2.395
H -2.995 -2.801 0.501
H -3.888 -4.217 -1.270
H -2.745 -4.357 -3.457
H -0.657 -3.105 -3.828
H 0.278 -1.693 -2.031
O 2.233 3.911 -0.475
C 2.049 2.741 -0.193
O 1.361 2.234 0.735
C 2.752 1.677 -1.067
C 4.087 1.384 -0.856
C 4.740 0.486 -1.686
C 4.061 -0.092 -2.750
C 2.722 0.173 -2.949
C 2.038 1.033 -2.082
S 0.321 1.263 -2.318
H 4.611 1.860 -0.042
H 5.778 0.249 -1.511
H 4.591 -0.746 -3.426
H 2.184 -0.287 -3.763
```